44
Properties=species:S:1:pos:R:3:lowdin_charge:R:1 method="wB97M-V/def2-TZVPD" e_lumo_ev=0.6 spin_multiplicity=1 smiles="COc1ccc(NC(=O)N2CCN(S(C)(=O)=O)CC2)c(OC)c1" energy_ev=-40401.4295 charge=0 e_above_lowest_kcal_mol=34.8 gap_ev=8.6759
C 1.40 2.53 -6.51 -0.09
O 0.45 2.16 -5.54 -0.08
C 0.89 1.70 -4.34 -0.27
C 2.22 1.60 -3.96 -0.03
C 2.54 1.10 -2.71 -0.01
C 1.56 0.71 -1.82 -0.18
N 1.88 0.21 -0.54 0.14
C 1.35 -0.98 -0.10 -0.51
O 0.77 -1.76 -0.82 0.10
N 1.59 -1.24 1.24 -0.05
C 1.56 -0.16 2.21 -0.12
C 0.10 0.21 2.50 -0.17
N -0.57 -0.96 2.99 -0.25
S -1.98 -0.72 3.82 0.60
C -3.22 -0.21 2.58 -0.11
O -2.39 -1.98 4.36 -0.29
O -1.77 0.38 4.71 -0.30
C -0.54 -2.09 2.09 -0.17
C 0.92 -2.42 1.77 -0.12
C 0.21 0.86 -2.17 -0.20
O -0.71 0.55 -1.21 -0.09
C -2.07 0.50 -1.59 -0.07
C -0.11 1.33 -3.43 0.07
H 0.82 2.84 -7.38 0.09
H 2.01 3.37 -6.16 0.09
H 2.04 1.69 -6.78 0.10
H 3.02 1.89 -4.63 0.10
H 3.58 1.00 -2.42 0.12
H 2.75 0.52 -0.15 0.14
H 2.10 0.72 1.84 0.12
H 2.04 -0.51 3.12 0.13
H 0.03 0.97 3.27 0.12
H -0.35 0.58 1.56 0.12
H -2.85 0.69 2.09 0.06
H -3.36 -1.02 1.89 0.06
H -4.13 0.00 3.12 0.07
H -1.04 -2.92 2.59 0.12
H -1.05 -1.86 1.14 0.13
H 0.97 -3.20 1.01 0.13
H 1.45 -2.74 2.67 0.13
H -2.45 1.49 -1.86 0.10
H -2.23 -0.19 -2.41 0.11
H -2.61 0.14 -0.71 0.08
H -1.13 1.45 -3.76 0.12

---

100
Properties=species:S:1:pos:R:3:lowdin_spin:R:1 method="wB97M-V/def2-TZVPD" e_lumo_ev="-2.8 / -2.8" spin_multiplicity=2 energy_ev=-105155.3593 charge=+1 e_above_lowest_kcal_mol=0.0 gap_ev="7.6964 / 7.8379"
Ti 0.50 0.93 -0.05 0.93
C 0.23 0.73 3.89 0.00
P 1.17 1.33 2.46 0.01
C 1.60 3.03 2.94 0.00
C 2.78 0.46 2.60 0.00
C 3.78 1.05 1.60 0.00
P 3.11 0.99 -0.11 0.01
C 3.88 -0.51 -0.81 0.00
C 3.91 2.36 -1.00 0.00
H -0.73 1.24 3.94 0.00
H 0.77 0.91 4.82 0.00
H 0.05 -0.34 3.79 0.00
H 2.21 3.03 3.85 0.00
H 0.69 3.60 3.13 0.00
H 2.15 3.53 2.14 0.00
H 2.60 -0.60 2.39 0.00
H 3.16 0.54 3.62 0.00
H 4.73 0.51 1.63 0.00
H 4.00 2.09 1.84 0.00
H 4.96 -0.41 -0.81 0.00
H 3.53 -0.68 -1.82 0.00
H 3.59 -1.37 -0.20 0.00
H 5.00 2.32 -0.89 0.00
H 3.54 3.31 -0.62 0.00
H 3.66 2.29 -2.06 0.00
C 1.01 -0.44 -3.64 0.00
C 1.03 1.03 -3.39 0.01
C 1.37 1.96 -4.35 0.00
C 1.32 3.32 -4.03 0.01
C 0.94 3.73 -2.77 0.00
C 0.60 2.75 -1.83 0.01
N 0.65 1.44 -2.17 0.00
N 0.24 2.92 -0.52 -0.01
Si -0.66 4.29 0.07 0.00
C 0.44 5.74 0.51 0.00
C -1.89 4.83 -1.23 0.00
C -1.63 3.71 1.57 0.00
H 0.00 -0.76 -3.88 0.00
H 1.33 -1.00 -2.76 0.00
H 1.65 -0.70 -4.49 0.00
H 1.66 1.63 -5.34 0.00
H 1.58 4.06 -4.78 0.00
H 0.93 4.78 -2.50 0.00
H 1.03 6.07 -0.34 0.00
H 1.14 5.49 1.32 0.00
H -0.16 6.58 0.85 0.00
H -1.43 5.27 -2.12 0.00
H -2.57 5.57 -0.81 0.00
H -2.50 3.98 -1.56 0.00
H -1.70 4.48 2.34 0.00
H -1.20 2.81 2.02 0.00
H -2.66 3.46 1.28 0.00
C -0.83 -4.81 2.03 0.00
C -1.35 -3.50 1.46 0.00
C -1.28 -2.39 2.49 0.00
C -2.76 -3.64 0.92 0.00
O -0.54 -3.17 0.28 0.00
P 0.87 -2.46 0.31 0.00
O 1.73 -2.77 1.46 0.00
O 0.59 -0.93 0.16 -0.01
O 1.46 -2.79 -1.12 0.00
C 1.77 -4.13 -1.66 0.00
C 2.14 -5.10 -0.56 0.00
C 2.94 -3.88 -2.60 0.00
C 0.54 -4.59 -2.42 0.00
H -1.43 -5.11 2.90 0.00
H 0.20 -4.71 2.35 0.00
H -0.90 -5.61 1.29 0.00
H -1.99 -2.59 3.29 0.00
H -1.53 -1.43 2.03 0.00
H -0.27 -2.33 2.92 0.00
H -3.44 -3.96 1.71 0.00
H -2.79 -4.39 0.12 0.00
H -3.11 -2.69 0.52 0.00
H 2.98 -4.72 0.03 0.00
H 2.44 -6.05 -1.02 0.00
H 1.31 -5.29 0.11 0.00
H 3.81 -3.53 -2.04 0.00
H 2.68 -3.14 -3.35 0.00
H 3.21 -4.81 -3.10 0.00
H -0.31 -4.70 -1.75 0.00
H 0.74 -5.55 -2.90 0.00
H 0.28 -3.87 -3.20 0.00
C -2.73 0.55 -1.85 0.00
C -2.68 0.49 -0.35 0.00
O -1.63 0.67 0.26 0.03
C -3.90 0.19 0.42 0.00
C -5.06 -0.25 -0.21 0.00
C -6.18 -0.58 0.54 0.00
C -6.14 -0.46 1.92 0.00
C -4.99 -0.01 2.56 0.00
C -3.87 0.31 1.81 0.00
H -1.78 0.91 -2.23 0.00
H -3.55 1.18 -2.19 0.00
H -2.91 -0.46 -2.23 0.00
H -5.10 -0.34 -1.29 0.00
H -7.08 -0.93 0.05 0.00
H -7.01 -0.72 2.50 0.00
H -4.97 0.08 3.63 0.00
H -2.97 0.65 2.29 0.00

---

53
Properties=species:S:1:pos:R:3:lowdin_charge:R:1 method="wB97M-V/def2-TZVPD" e_lumo_ev=3.0 spin_multiplicity=1 energy_ev=-44244.1580 charge=-1 e_above_lowest_kcal_mol=0.0 gap_ev=5.2594
Pd -0.89 0.99 -0.75 0.29
C -1.82 -2.57 -0.90 -0.12
O -0.88 -2.79 0.14 -0.24
C 0.39 -2.23 -0.22 -0.21
C 1.30 -2.32 1.00 -0.20
O 1.34 -1.22 1.87 -0.14
C 2.03 -0.13 1.30 -0.23
C 2.44 0.86 2.36 -0.21
O 1.44 1.76 2.79 -0.18
C 1.22 2.79 1.85 -0.11
H -1.52 -3.10 -1.81 0.09
H -2.78 -2.96 -0.56 0.08
H -1.91 -1.50 -1.13 0.05
H 0.85 -2.83 -1.02 0.13
H 0.19 -1.22 -0.63 0.07
H 0.96 -3.17 1.60 0.13
H 2.32 -2.54 0.65 0.12
H 2.95 -0.50 0.83 0.12
H 1.42 0.35 0.53 0.04
H 2.79 0.33 3.25 0.13
H 3.29 1.44 1.96 0.12
H 2.16 3.33 1.65 0.09
H 0.80 2.42 0.91 0.05
H 0.51 3.48 2.30 0.07
Cl 2.29 1.08 -1.90 0.66
C 1.66 0.40 -3.38 -0.62
C 2.53 -0.31 -4.18 -0.16
C 2.08 -0.94 -5.33 -0.15
C 0.72 -0.84 -5.64 -0.14
C -0.13 -0.12 -4.83 -0.08
C 0.28 0.57 -3.66 -0.38
C -0.65 1.31 -2.87 -0.27
H 3.57 -0.38 -3.87 0.08
H 2.77 -1.50 -5.96 0.08
H 0.33 -1.33 -6.52 0.08
H -1.18 -0.05 -5.10 0.10
H -0.26 2.25 -2.43 -0.01
H -1.64 1.41 -3.31 0.01
C -2.03 -1.47 4.06 -0.02
C -1.99 -0.29 3.15 -0.31
C -2.30 1.04 3.35 0.00
C -2.07 1.67 2.11 -0.36
N -1.65 0.79 1.22 -0.04
N -1.64 -0.40 1.86 0.07
C -2.28 3.10 1.75 -0.06
H -1.94 -1.16 5.09 0.07
H -1.21 -2.15 3.83 0.08
H -2.96 -2.03 3.95 0.08
H -2.63 1.50 4.27 0.10
H -1.28 -1.21 1.39 0.12
H -3.34 3.37 1.78 0.07
H -1.91 3.26 0.73 0.05
H -1.74 3.76 2.43 0.06

---

35
Properties=species:S:1:pos:R:3:lowdin_charge:R:1 method="wB97M-V/def2-TZVPD" e_lumo_ev=0.2 spin_multiplicity=1 smiles="C/C=C/NCC.O.O.O.O.O.O" energy_ev=-19329.7872 charge=0 e_above_lowest_kcal_mol=93.5 gap_ev=8.9768
C -2.47 1.11 1.15 -0.12
C -1.99 0.27 0.04 -0.15
C -0.81 -0.31 -0.01 -0.21
N -0.34 -0.82 -1.26 -0.05
C -0.39 -2.30 -1.10 -0.28
C -1.16 -3.29 -2.04 -0.12
H -3.55 1.00 1.32 0.08
H -1.97 1.20 2.04 0.03
H -2.42 2.21 1.03 0.08
H -2.52 0.39 -0.90 0.10
H -0.15 -0.43 0.79 0.08
H -1.09 -0.61 -1.97 0.09
H -0.71 -2.57 -0.03 0.12
H 0.62 -2.67 -1.35 0.10
H -0.54 -3.56 -2.93 0.06
H -2.17 -3.03 -2.53 0.07
H -1.55 -4.24 -1.36 0.12
O 0.99 1.89 -1.42 -0.07
H 0.14 2.03 -0.87 0.08
H 1.65 2.23 -0.85 -0.03
O -1.63 1.04 -3.40 -0.10
H -0.71 0.83 -3.05 0.03
H -1.65 1.96 -3.04 0.06
O 2.79 2.42 0.80 0.00
H 2.38 1.64 1.02 -0.03
H 3.70 2.35 0.74 0.05
O 1.71 -2.18 2.62 0.04
H 1.94 -1.50 3.29 0.10
H 1.30 -2.88 2.83 -0.06
O 2.14 -0.17 1.00 -0.02
H 2.32 -0.91 1.52 -0.02
H 1.88 -0.49 0.15 0.04
O 1.60 3.27 2.94 -0.14
H 2.05 3.25 2.05 -0.02
H 0.65 2.85 2.80 0.08

---

14
Properties=species:S:1:pos:R:3:lowdin_charge:R:1 method="wB97M-V/def2-TZVPD" e_lumo_ev=1.0 spin_multiplicity=1 smiles="N=C=C1CC1.C#C" energy_ev=-7820.4044 charge=0 e_above_lowest_kcal_mol=120.9 gap_ev=9.4801
N 2.76 -0.30 0.25 0.14
C 1.67 -0.32 -0.30 -0.18
C 0.42 -0.39 -0.53 -0.26
C -0.84 0.23 -0.99 -0.10
C -0.71 -1.26 -0.95 -0.09
H 3.61 -0.26 -0.29 0.06
H -0.85 0.73 -1.95 0.10
H -1.45 0.72 -0.23 0.09
H -1.22 -1.81 -0.17 0.10
H -0.62 -1.80 -1.88 0.10
C 0.18 1.63 2.05 0.01
C 0.51 0.49 2.16 -0.02
H -0.10 2.63 1.86 0.01
H 0.79 -0.50 2.36 0.03